ClH3IInMnOP | the ωB97M-V functional and the def2-TZVPD basis

* HOMO (alpha / beta): -12.405 / -12.407 eV
* energy: -2517.068093 Eh
* <S²>: 8.76
* Kohn-Sham gap (alpha / beta): 0.1857 / 0.1859 hartree

ORCA input file:
```
! wB97M-V def2-TZVPD RIJCOSX def2/J DEFGRID3
* xyz 1 6
O 1.827 -0.312 0.871
P 0.657 0.745 0.321
I 1.297 1.252 -2.058
In -1.571 -0.518 0.230
Cl -1.207 -2.190 -1.518
H 1.737 -1.109 0.338
H -1.691 -1.337 1.812
H -2.953 0.556 -0.020
Mn 1.903 2.911 0.024
*
```

---

C12H19Cl3IrO3 | the ωB97M-V functional and the def2-TZVPD basis

* HOMO (alpha / beta): 1.713 / -0.941 eV
* energy: -2179.183948 Eh
* <S²>: 8.79
* Kohn-Sham gap (alpha / beta): 0.1245 / 0.2202 hartree

ORCA input file:
```
! wB97M-V def2-TZVPD RIJCOSX def2/J DEFGRID3
* xyz -2 6
C 1.383 0.711 -1.453
C 2.123 -0.165 -0.645
C 1.634 -0.107 0.693
C 3.304 -0.920 -1.111
C 0.397 0.761 0.685
C 0.377 1.343 -0.681
C -0.474 2.329 -1.076
C 1.663 1.018 -2.868
C 2.441 -0.479 1.891
C 0.022 1.631 1.821
Ir -0.484 -1.067 0.511
Cl 0.664 -3.122 0.374
Cl -0.886 -1.479 -1.781
Cl -0.449 -1.566 2.797
H 3.101 -1.381 -2.089
H 3.557 -1.743 -0.428
H 4.177 -0.249 -1.195
H 2.862 -1.474 1.706
H 1.783 -0.538 2.758
H 3.248 0.248 2.061
H -0.143 1.040 2.723
H -0.909 2.149 1.561
H 0.824 2.361 2.030
H -1.108 2.805 -0.333
H -2.118 0.277 -1.992
H -0.472 2.661 -2.089
H 1.747 0.104 -3.495
H 2.604 1.591 -2.970
H 0.846 1.649 -3.260
O -2.140 1.116 -1.417
H -2.782 0.822 -0.718
C -4.479 -1.567 1.304
C -3.052 -1.395 0.911
O -2.283 -2.369 0.552
O -2.493 -0.215 0.988
H -4.806 -2.577 1.108
H -5.107 -0.868 0.760
H -4.575 -1.335 2.370
*
```

---

C5H8CuO3 | the ωB97M-V functional and the def2-TZVPD basis

* energy above the lowest of the compared OMol25 structures with the same formula, charge and spin: 163.2 kcal per mole
* HOMO: -12.466 eV
* energy: -2060.899920 Eh
* Kohn-Sham gap: 0.2422 hartree

ORCA input file:
```
! wB97M-V def2-TZVPD RIJCOSX def2/J DEFGRID3
* xyz 1 1
O 1.899 1.217 0.120
O 0.134 0.007 0.614
O 1.918 -1.032 -0.273
C 3.135 1.437 -0.259
C -0.692 -1.423 0.643
C -1.654 -1.221 -0.303
C 1.343 -0.065 0.144
H 3.582 0.448 -0.518
H -0.894 -1.785 1.654
H -1.179 -1.017 -1.280
H -2.446 -1.965 -0.413
H -1.700 0.546 -0.280
Cu 1.236 -3.058 -0.372
C -1.136 1.693 0.094
H -2.130 1.834 0.528
H -0.869 2.085 -0.896
H -0.547 2.300 0.796
*
```

---

C38H26AlN3O2P | the ωB97M-V functional and the def2-TZVPD basis

* HOMO: -10.277 eV
* energy: -2362.092962 Eh
* Kohn-Sham gap: 0.2247 hartree

ORCA input file:
```
! wB97M-V def2-TZVPD RIJCOSX def2/J DEFGRID3
* xyz 1 1
Al -0.817 -0.324 0.631
O -5.279 4.364 -1.293
C -5.598 3.195 -1.297
O -6.613 2.538 -1.257
C -4.280 2.246 -1.118
C -3.071 2.865 -0.796
C -2.054 2.103 -0.253
N -2.214 0.778 -0.065
C -3.441 0.229 -0.147
C -4.496 0.937 -0.687
C -3.537 -1.003 0.619
C -4.645 -1.847 0.613
C -4.681 -2.913 1.492
C -3.618 -3.087 2.374
C -2.552 -2.212 2.322
N -2.496 -1.189 1.469
C -0.892 2.609 0.455
C -0.462 3.936 0.434
C 0.491 4.345 1.344
C 0.966 3.426 2.280
C 0.519 2.123 2.218
N -0.369 1.703 1.314
H -2.995 3.933 -0.932
H -5.496 0.539 -0.749
H -5.453 -1.668 -0.080
H -5.519 -3.594 1.492
H -3.621 -3.900 3.079
H -1.699 -2.323 2.979
H -0.871 4.625 -0.284
H 0.852 5.361 1.339
H 1.676 3.726 3.033
H 0.871 1.377 2.919
C 5.526 1.650 1.846
C 4.660 0.914 2.643
C 3.475 0.440 2.114
C 3.150 0.693 0.783
C 4.014 1.438 -0.012
C 5.197 1.914 0.527
P 1.607 -0.059 0.172
C 1.379 0.517 -1.538
C 1.326 1.891 -1.775
C 1.076 2.364 -3.051
C 0.859 1.476 -4.095
C 0.889 0.112 -3.859
C 1.146 -0.369 -2.588
C 2.038 -1.800 0.015
C 3.324 -2.282 0.060
C 3.562 -3.659 -0.049
C 2.520 -4.520 -0.254
C 1.193 -4.048 -0.351
C 0.121 -4.906 -0.663
C -1.137 -4.398 -0.820
C -1.392 -3.044 -0.569
C -0.402 -2.154 -0.195
C 0.928 -2.666 -0.159
H 6.462 2.004 2.250
H 4.913 0.710 3.671
H 2.808 -0.159 2.721
H 3.779 1.624 -1.048
H 5.870 2.488 -0.092
H 1.503 2.588 -0.966
H 1.057 3.427 -3.232
H 0.675 1.846 -5.091
H 0.714 -0.583 -4.669
H 1.179 -1.433 -2.419
H 4.158 -1.606 0.186
H 4.574 -4.028 0.012
H 2.702 -5.579 -0.367
H 0.312 -5.959 -0.791
H -1.955 -5.040 -1.106
H -2.411 -2.704 -0.692
*
```